[1]
The following is a quantum chemistry calculation of one molecule with the formula C5H7NO at a distorted geometry, from the OMol25 dataset.

Last column: natural (NBO) charge in e.
Cartesian coordinates (Å):
1 C -1.10 0.35 -0.44  0.069
2 C 0.29 0.01 -0.95  -0.069
3 C 0.69 1.18 0.14  -0.004
4 C 1.24 -0.09 0.69  -0.219
5 H 1.28 2.07 -0.14  0.208
6 H 0.80 0.04 -1.90  0.207
7 H 2.29 -0.17 0.40  0.228
8 H 0.95 -0.44 1.65  0.203
9 O -0.68 1.42 0.42  -0.513
10 C -1.10 -1.03 0.25  -0.277
11 H -1.91 0.65 -1.10  0.192
12 N 0.31 -1.29 -0.24  -0.424
13 H -1.88 -1.73 -0.11  0.206
14 H -1.19 -0.97 1.34  0.193

Results
Orbital gap ... 9.30 eV
HOMO energy ... -8.2 eV
LUMO level ... 1.057 eV



[2]
The following is a quantum chemistry calculation of a 2-piece molecular cluster, C3H6NO4 overall at a distorted geometry, from the OMol25 dataset.

Last column: natural (NBO) charge in e.
Cartesian coordinates (Å):
1 N -0.38 -0.80 -0.39  -0.688
2 O -0.97 -1.57 -2.48  -0.739
3 O 0.27 -0.55 1.73  -0.751
4 O -0.10 1.52 3.29  -0.982
5 C 0.96 1.21 0.18  -0.730
6 C 0.36 -0.11 0.52  0.684
7 H 0.22 1.92 0.57  0.247
8 H -0.79 -1.72 -0.15  0.392
9 O 0.20 0.35 -2.15  -0.776
10 H -0.71 0.89 3.73  0.455
11 H 0.40 0.87 2.80  0.494
12 C -0.43 -0.66 -1.90  0.899
13 H 1.88 1.33 0.81  0.208
14 H 1.16 1.50 -0.87  0.288

Results
Net charge ... -1
Orbital gap ... 9.03 eV
HOMO energy ... -5.2 eV
LUMO level ... 3.862 eV



[3]
The following is a quantum chemistry calculation of one molecule with the formula C8H10N2O2 at a distorted geometry, from the OMol25 dataset.

Last column: natural (NBO) charge in e.
Cartesian coordinates (Å):
1 H 4.16 -1.11 0.55  0.217
2 O 1.52 2.39 -0.11  -0.699
3 C 0.53 1.41 -0.07  0.249
4 H -1.18 2.61 -0.04  0.225
5 H 3.16 0.95 -0.06  0.437
6 C 3.11 -1.23 0.17  -0.420
7 N 2.50 0.11 -0.06  -0.608
8 H 3.05 -1.73 -0.86  0.192
9 H 1.15 3.28 0.61  0.476
10 H -5.05 0.57 0.39  0.187
11 H -0.97 -2.53 0.36  0.492
12 C -1.14 -0.71 -0.10  0.273
13 C -4.05 0.15 -0.05  -0.074
14 H -3.84 -0.95 -0.36  0.180
15 C 0.27 -0.81 -0.32  -0.337
16 O -1.74 -1.95 0.02  -0.678
17 H 0.68 -1.78 -0.85  0.211
18 N -3.09 0.97 0.09  -0.433
19 C 1.15 0.18 -0.16  0.108
20 C -0.89 1.58 -0.04  -0.248
21 C -1.73 0.55 -0.07  0.058
22 H 2.40 -1.96 0.96  0.194

Results
Orbital gap ... 7.84 eV
HOMO energy ... -7.4 eV
SMILES ... C=Nc1cc(O)c(NC)cc1O
LUMO level ... 0.446 eV



[4]
The following is a quantum chemistry calculation of C28H52F15O11P3SbSi as an isolated structure, from the OMol25 dataset.

Last column: Löwdin charge in e.
Cartesian coordinates (Å):
1 F 5.74 9.46 -4.81  0.158
2 C -0.92 3.93 -0.89  -0.401
3 F 1.16 -10.32 3.95  0.175
4 O -5.92 -6.57 0.32  0.033
5 H 3.27 5.85 -4.46  0.085
6 H -5.73 -4.14 -0.95  0.080
7 H 5.28 6.15 1.06  0.022
8 H -5.27 -4.90 1.38  0.127
9 H -1.47 0.58 -7.65  0.123
10 P 1.72 3.95 4.69  0.399
11 C -6.16 -5.24 0.85  -0.184
12 H -1.10 7.38 1.51  0.057
13 C 0.46 -3.59 1.70  -0.398
14 H 1.99 7.01 -4.05  0.083
15 C 4.12 3.58 -0.21  -0.256
16 F -3.53 -8.38 -1.45  0.174
17 H 0.87 1.14 3.98  0.013
18 C -0.02 -5.77 2.43  -0.190
19 H -0.27 6.89 -1.23  0.048
20 H -2.57 -12.93 3.72  0.124
21 H 5.84 3.33 2.27  0.020
22 O 2.83 9.46 -3.05  0.167
23 H -1.72 -6.99 2.00  0.066
24 Sb 1.16 4.22 2.08  0.469
25 H 0.66 3.28 5.38  -0.075
26 H 2.80 3.05 4.94  -0.077
27 C -0.67 1.20 1.52  -0.409
28 C -1.19 -10.07 3.61  -0.397
29 C -4.58 -8.24 -0.66  -0.544
30 C -2.37 -12.18 1.70  -0.056
31 F 0.19 4.38 -5.79  0.160
32 H -1.65 5.78 1.08  0.022
33 H -3.45 1.75 -5.62  0.080
34 C 4.25 6.13 1.41  -0.235
35 O -1.99 -9.32 3.12  0.162
36 F 4.48 11.14 -4.32  0.162
37 C -6.55 -4.28 -0.25  -0.058
38 H -1.74 -5.43 1.17  0.066
39 H 2.09 5.46 -3.18  0.039
40 C -3.18 1.42 -6.62  -0.062
41 F -0.01 -9.55 5.60  0.173
42 F 0.38 3.88 -3.70  0.158
43 H -3.31 2.26 -7.31  0.082
44 C -2.48 -11.98 3.19  -0.186
45 C -0.05 6.55 -0.22  -0.537
46 H 4.47 2.42 2.87  0.002
47 H -1.60 3.74 -0.05  0.009
48 H -0.43 -5.29 3.31  0.129
49 P 1.11 1.65 1.56  0.595
50 H -6.97 -5.38 1.57  0.124
51 H 4.22 6.60 2.40  0.026
52 C -1.10 -6.25 1.49  -0.055
53 O -1.15 1.71 -4.15  0.174
54 H -6.80 -3.31 0.18  0.086
55 F -4.41 -9.03 0.41  0.158
56 C 0.12 -9.56 4.27  -0.539
57 H 3.91 2.51 -0.19  0.008
58 C -4.72 -6.76 -0.20  -0.401
59 H -1.21 1.53 2.41  0.021
60 H -2.30 -11.22 1.18  0.074
61 F 0.36 -8.32 3.86  0.157
62 C -0.64 2.26 -5.08  -0.394
63 Si 3.71 4.33 1.47  0.307
64 H -3.25 -12.70 1.33  0.084
65 H 5.20 3.70 -0.38  0.020
66 C 0.41 3.38 -4.92  -0.547
67 F 1.64 2.89 -5.16  0.165
68 H 1.13 5.94 2.47  -0.087
69 H -0.74 0.11 1.47  0.005
70 H 4.92 3.95 3.65  0.018
71 C 4.84 3.43 2.70  -0.242
72 O 4.44 7.88 -3.12  0.039
73 H -1.14 1.61 0.63  -0.007
74 H 2.96 7.30 -1.77  0.115
75 H -0.66 -6.71 0.61  0.091
76 H -1.46 4.54 -1.61  0.025
77 H -1.49 -12.77 1.45  0.084
78 O -0.57 -3.15 2.12  0.166
79 F 5.88 10.37 -2.85  0.160
80 H -0.65 2.99 -1.37  0.004
81 H 3.65 6.71 0.71  0.003
82 C -1.75 0.93 -6.66  -0.198
83 O -3.83 -5.98 -0.29  0.167
84 H -2.13 7.16 0.09  0.055
85 C 1.55 0.86 3.17  -0.414
86 H 0.61 -6.60 2.74  0.100
87 C -1.30 6.73 0.66  -0.189
88 H -3.34 -11.36 3.45  0.124
89 C 3.55 6.86 -2.57  -0.178
90 O -0.82 1.99 -6.37  0.027
91 H 3.55 4.04 -1.01  -0.026
92 H 4.22 6.12 -2.13  0.116
93 C 2.68 6.26 -3.64  -0.062
94 P 0.61 4.83 -0.38  0.654
95 C 3.94 9.08 -3.29  -0.418
96 F -5.67 -8.66 -1.31  0.164
97 H -3.86 0.62 -6.91  0.080
98 H -0.58 4.12 2.54  -0.101
99 F 0.99 -1.55 0.66  0.154
100 H -7.42 -4.65 -0.79  0.082
101 H -1.59 0.11 -5.95  0.124
102 O -1.28 -11.38 3.73  0.037
103 H 1.49 -0.22 3.05  0.000
104 O 2.02 5.27 5.33  -0.630
105 H 0.76 7.15 0.20  0.037
106 C 5.03 10.03 -3.83  -0.544
107 H 2.57 1.11 3.45  -0.007
108 C 1.52 -2.70 1.02  -0.554
109 F 2.03 -3.30 -0.07  0.161
110 O 0.88 -4.85 1.77  0.038
111 F 2.53 -2.47 1.88  0.161

Results
Net charge ... -1
Orbital gap ... 4.99 eV
HOMO energy ... -3.5 eV
LUMO level ... 1.524 eV